Density functional theory data (the ωB97M-V functional and the def2-TZVPD basis) for a molecular structure, C48H52N3Sb3W.

Each line ends with the Löwdin spin population.
Element x y z (Å)
W1 0.835 -0.120 -0.125  1.799
C1 2.453 2.566 -3.365  0.000
C2 3.778 2.720 -3.002  0.017
C3 4.210 2.136 -1.817  0.003
C4 3.326 1.405 -1.050  0.013
N1 2.029 1.213 -1.426  0.015
C5 1.618 1.816 -2.561  0.018
C6 3.687 0.846 0.260  0.025
C7 4.929 0.981 0.854  -0.003
C8 5.143 0.438 2.112  0.030
C9 4.095 -0.190 2.771  -0.001
C10 2.867 -0.274 2.144  0.021
N2 2.680 0.206 0.895  0.004
C11 1.635 -0.770 2.763  0.015
C12 1.553 -1.183 4.079  0.003
C13 0.311 -1.456 4.633  0.026
C14 -0.818 -1.269 3.852  -0.001
C15 -0.666 -0.883 2.536  0.029
N3 0.539 -0.669 1.966  0.014
H1 2.053 3.022 -4.261  0.000
H2 4.463 3.294 -3.613  0.001
H3 5.234 2.266 -1.499  0.000
H4 0.581 1.704 -2.833  0.001
H5 5.728 1.504 0.352  -0.001
H6 6.112 0.525 2.586  0.001
H7 4.238 -0.581 3.768  0.000
H8 2.445 -1.264 4.684  0.000
H9 0.228 -1.775 5.664  0.001
H10 -1.814 -1.416 4.248  -0.001
H11 -1.538 -0.704 1.923  0.002
C16 -3.231 -1.807 -0.413  -0.005
Sb1 -1.160 -2.231 -0.470  -0.027
C17 -1.021 -3.806 0.937  -0.003
C18 -0.920 -3.241 -2.362  -0.007
C19 -0.442 -4.640 -2.131  -0.001
C20 -1.372 -5.659 -1.946  -0.001
C21 -0.965 -6.957 -1.675  0.000
C22 0.388 -7.246 -1.580  -0.002
C23 1.323 -6.241 -1.784  -0.001
C24 0.926 -4.936 -2.067  -0.001
C25 1.972 -3.912 -2.391  -0.010
Sb2 2.419 -2.460 -0.874  -0.002
C26 4.352 -1.855 -1.513  0.004
C27 2.898 -3.643 0.823  0.006
H12 -3.541 -1.494 0.581  0.000
H13 -3.720 -2.749 -0.667  -0.001
H14 -3.481 -1.048 -1.150  0.000
H15 -1.592 -4.636 0.522  -0.001
H16 -1.461 -3.499 1.882  0.000
H17 0.006 -4.134 1.084  0.000
H18 -0.253 -2.649 -2.986  0.000
H19 -1.915 -3.213 -2.806  -0.001
H20 -2.431 -5.442 -2.039  0.000
H21 -1.699 -7.741 -1.553  0.000
H22 0.718 -8.256 -1.379  0.000
H23 2.379 -6.487 -1.765  0.000
H24 1.761 -3.356 -3.306  0.000
H25 2.943 -4.391 -2.527  -0.001
H26 4.850 -2.738 -1.914  0.000
H27 4.928 -1.484 -0.668  0.000
H28 4.293 -1.099 -2.293  0.000
H29 3.168 -4.636 0.467  0.000
H30 2.065 -3.727 1.517  0.000
H31 3.756 -3.201 1.328  0.000
C28 -2.668 4.910 1.093  0.000
C29 -1.203 4.990 0.758  0.001
C30 -0.581 6.236 0.882  0.001
C31 0.775 6.407 0.674  0.000
C32 1.570 5.317 0.343  0.000
C33 0.982 4.075 0.199  0.002
C34 -0.395 3.910 0.383  0.008
Sb3 -1.110 1.936 0.152  0.011
C35 -2.635 1.595 1.559  0.001
C36 -3.905 1.225 1.120  -0.001
C37 -4.939 1.080 2.032  0.000
C38 -4.693 1.305 3.381  -0.002
C39 -3.424 1.666 3.812  0.001
C40 -2.369 1.823 2.915  -0.001
C41 -1.021 2.260 3.426  0.000
C42 -1.861 1.489 -1.781  0.000
C43 -1.199 0.430 -2.407  -0.002
C44 -1.555 -0.065 -3.649  -0.002
C45 -2.634 0.531 -4.294  0.000
C46 -3.285 1.606 -3.712  0.000
C47 -2.905 2.121 -2.468  0.000
C48 -3.585 3.348 -1.932  0.000
H32 -3.213 5.723 0.613  0.000
H33 -2.811 5.026 2.169  0.000
H34 -3.136 3.974 0.803  0.000
H35 -1.188 7.089 1.160  0.000
H36 1.215 7.389 0.784  0.000
H37 2.636 5.441 0.204  0.000
H38 1.607 3.225 -0.038  0.002
H39 -4.100 1.072 0.066  0.000
H40 -5.931 0.812 1.694  0.000
H41 -5.496 1.207 4.100  0.000
H42 -3.251 1.846 4.866  0.000
H43 -0.887 1.968 4.467  0.000
H44 -0.913 3.346 3.377  0.000
H45 -0.189 1.833 2.852  0.001
H46 -0.257 -0.029 -1.994  0.005
H47 -1.001 -0.861 -4.127  0.000
H48 -2.941 0.175 -5.269  0.000
H49 -4.098 2.082 -4.246  0.000
H50 -4.237 3.791 -2.681  0.000
H51 -2.849 4.101 -1.646  0.000
H52 -4.198 3.121 -1.058  0.000

Forces on atoms 1 to 6 (eV/Å):
W 0.1 -0.2 0.0
C 0.0 0.0 0.0
C 0.0 0.0 0.0
C 0.0 0.0 0.0
C 0.0 0.0 0.0
N 0.1 -0.1 0.0

Results
HOMO level (alpha / beta), eV: -17.68 / -17.66
Frontier orbital gap (alpha / beta), hartree: 0.198 / 0.188
E, hartree: -2810.99974
ΔE to the lowest compared entry with this formula, charge and spin, kJ/mol: 12.2
2S+1: 3
LUMO level (alpha / beta), eV: -12.29 / -12.56
Expectation value of S²: 2.04
Total charge: +4